1.
Below is C37H27Cl2N9O2W as an isolated structure, with properties calculated with the ωB97M-V functional and the def2-TZVPD basis.

Positions of all 78 atoms, in Å:
C (-1.88, 0.28, 2.65)
H (0.09, -2.06, -4.99)
Cl (-1.74, 6.53, 1.89)
H (-0.81, 1.51, -2.99)
C (-2.41, -0.12, 3.85)
C (3.69, 2.07, 1.97)
H (-0.89, -3.13, 4.05)
H (-5.05, -0.94, -1.97)
C (-3.01, 4.64, 0.40)
H (-0.03, -2.56, -2.29)
C (-0.65, -1.70, 2.46)
H (-3.08, 0.54, 4.38)
H (-1.42, -3.21, 0.38)
C (2.63, -3.12, 0.31)
C (2.46, -0.87, -0.83)
C (-0.55, 0.48, -3.14)
H (-3.41, -4.52, -0.24)
C (1.46, 2.37, 0.95)
C (2.87, -0.29, 3.05)
C (4.17, 0.15, 3.30)
H (3.56, -3.36, -0.20)
C (3.69, -0.91, -1.50)
O (-3.75, 1.24, -2.03)
C (1.96, -1.93, 0.01)
H (3.95, 3.02, 1.53)
H (0.09, 4.45, 1.74)
C (-4.28, -1.49, -1.44)
N (-1.97, 1.20, -0.56)
C (-2.25, -2.73, -0.12)
C (-3.10, 3.40, -0.20)
C (3.26, 1.30, -2.29)
C (2.13, -3.95, 1.28)
N (1.67, 0.22, -0.88)
C (-1.18, -2.17, 3.65)
H (-3.99, 3.13, -0.73)
N (-0.47, -0.44, -2.18)
N (0.79, -1.63, 0.60)
N (0.15, 1.88, 0.63)
H (-1.32, 0.31, -6.16)
H (0.68, -4.13, 2.86)
C (4.09, 0.19, -2.24)
C (-3.00, 0.65, -1.29)
O (1.81, 3.45, 0.54)
C (2.41, 1.55, 1.78)
W (-0.37, 0.05, -0.02)
C (-4.40, -2.84, -1.15)
C (-0.78, 4.14, 1.19)
C (0.39, -2.36, 1.67)
N (2.01, 0.39, 2.30)
H (-2.48, -1.72, 5.29)
H (3.54, 2.19, -2.85)
C (-3.36, -3.47, -0.49)
N (-1.02, -0.50, 1.96)
H (-0.51, 1.71, -5.43)
C (-0.16, -1.63, -2.82)
H (2.52, -1.23, 3.47)
Cl (-4.34, 5.72, 0.28)
C (-0.85, 2.89, 0.57)
H (4.31, -1.79, -1.44)
C (-2.01, 2.53, -0.11)
C (-0.10, -1.40, -4.16)
H (5.04, 0.18, -2.75)
C (-1.85, 5.00, 1.11)
H (1.40, 2.13, -1.64)
C (-2.06, -1.37, 4.35)
C (4.58, 1.35, 2.75)
N (-2.13, -1.43, -0.39)
C (1.02, -3.54, 2.01)
H (-5.29, -3.39, -1.45)
H (2.63, -4.88, 1.52)
H (0.46, 0.44, -6.21)
C (2.06, 1.28, -1.62)
H (-2.12, 1.23, 2.20)
H (5.58, 1.73, 2.93)
H (4.83, -0.44, 3.92)
C (-0.44, 0.64, -5.62)
N (-0.34, -0.06, -4.34)
C (-3.14, -0.83, -1.04)

The net charge is +2. As for the energy above the lowest of the compared OMol25 structures with the same formula, charge and spin: 0.000 eV. For the total energy, the calculation gives -83175.0888 eV. The value obtained for the HOMO-LUMO gap (spin up / spin down) is 6.1 / 6.1 eV. As for the multiplicity: 1. The HOMO energy (spin up / spin down) comes out at -12.38 / -12.38 eV.

2.
Below is an isolated molecule of H3INPS, with properties calculated with the ωB97M-V functional and the def2-TZVPD basis.

Positions of all 7 atoms, in Å:
H (0.04, -1.01, 0.82)
N (0.39, -0.38, -1.58)
H (0.78, 0.54, 1.89)
P (1.61, 1.06, 0.94)
S (0.14, 0.04, -0.16)
H (-0.43, -0.63, -2.10)
I (-2.52, 0.39, 0.17)

The SMILES is N=[S@@H](=P)I. The net charge is 0. As for the energy above the lowest of the compared OMol25 structures with the same formula, charge and spin: 2.686 eV. For the total energy, the calculation gives -29759.4233 eV. The value obtained for the HOMO-LUMO gap (spin up / spin down) is 6.2 / 6.6 eV. As for the multiplicity: 1. The HOMO energy (spin up / spin down) comes out at -8.48 / -8.79 eV.

3.
Below is a 4-piece molecular cluster, C22H44BN5O5 overall, with properties calculated with the ωB97M-V functional and the def2-TZVPD basis.

Positions of all 77 atoms, in Å:
N (2.33, -1.57, 2.43)
C (-1.07, -2.62, 3.20)
H (-2.51, 2.15, 2.49)
O (-5.46, -2.56, -0.64)
O (3.44, 2.31, -2.33)
H (0.07, 0.97, 1.91)
C (2.92, 3.54, -1.85)
H (5.07, 3.20, 0.16)
H (0.51, 3.17, 0.71)
H (3.53, 3.79, 0.79)
C (1.09, -2.10, 2.27)
O (5.32, -0.63, 0.46)
H (-5.20, -2.71, -4.09)
H (4.59, 1.36, -0.88)
H (2.83, 1.33, -0.59)
H (-1.75, -2.62, 4.04)
H (-5.35, -0.21, -1.46)
H (3.49, 5.45, -1.15)
N (-4.47, -0.18, -1.96)
C (-0.10, 3.06, 1.61)
H (-0.63, 1.33, -0.49)
H (-7.27, -3.39, -0.30)
H (-3.78, 0.02, -1.24)
H (5.51, 3.69, -2.27)
H (6.24, -2.50, 0.29)
C (-2.48, 3.07, -0.58)
C (-6.67, -3.09, -1.15)
H (6.91, -1.18, -0.68)
O (-2.57, 1.80, 0.04)
N (5.16, 4.62, -2.06)
H (-4.93, -1.02, -4.53)
H (2.50, 4.03, -2.73)
O (5.14, -0.94, 2.80)
H (2.09, 3.36, -1.16)
H (-6.24, -1.43, -3.44)
C (-5.22, -1.68, -3.72)
H (-3.24, -1.54, -2.95)
C (-0.61, -3.18, 0.91)
C (3.14, -1.61, 1.39)
C (-4.35, -2.64, -1.50)
H (-0.86, 3.84, 1.61)
C (0.68, -2.65, 1.04)
H (-1.62, 3.12, -1.25)
H (0.54, 3.22, 2.48)
C (0.19, -2.09, 3.35)
H (7.20, -1.27, 1.08)
C (2.71, -2.17, 0.17)
H (-3.10, -3.90, 0.81)
H (4.89, 5.00, -2.96)
N (1.53, -2.67, -0.03)
H (-2.42, 3.88, 0.15)
C (-4.26, -1.51, -2.54)
C (4.39, 4.05, 0.18)
C (3.61, 1.30, -1.35)
C (6.49, -1.44, 0.28)
H (4.91, 4.87, 0.67)
H (-3.58, -3.29, 2.42)
H (-6.48, -3.96, -1.79)
H (3.40, -2.18, -0.66)
H (-7.23, -2.34, -1.72)
H (4.84, -1.65, 3.37)
C (3.96, 4.47, -1.23)
C (-2.83, -3.82, 1.85)
H (-4.31, -3.63, -1.99)
C (-0.72, 1.67, 1.67)
H (0.51, -1.67, 4.28)
H (-2.76, -4.82, 2.27)
C (-1.33, 1.20, 0.35)
H (-3.39, 3.21, -1.17)
N (-1.68, 1.63, 2.78)
B (4.60, -1.03, 1.56)
H (-0.91, -3.60, -0.03)
H (-3.47, -2.57, -0.86)
H (-2.02, 0.68, 2.90)
H (-1.54, 0.12, 0.43)
C (-1.48, -3.19, 1.98)
H (3.55, 0.34, -1.87)

The SMILES is COB(O)c1cnc2cc(C)ccc2n1.COC[C@@H](C)N.COC[C@@H](C)N.COC[C@@H](C)N. The net charge is 0. As for the energy above the lowest of the compared OMol25 structures with the same formula, charge and spin: 0.000 eV. For the total energy, the calculation gives -41892.9502 eV. The value obtained for the HOMO-LUMO gap is 8.5 eV. As for the multiplicity: 1. The HOMO energy comes out at -9.08 eV.

4.
Below is a 2-piece molecular cluster, C5H5BrOS overall, with properties calculated with the ωB97M-V functional and the def2-TZVPD basis.

Positions of all 13 atoms, in Å:
C (2.32, -2.01, -2.51)
H (-2.20, 1.28, 2.55)
S (-0.32, 0.01, 2.43)
O (3.22, -1.02, -2.27)
C (1.28, -2.05, -1.61)
C (2.69, -0.32, -1.19)
H (2.42, -2.53, -3.45)
C (1.53, -0.89, -0.81)
Br (-0.04, -3.36, -1.73)
C (-1.99, 0.50, 1.92)
H (-2.62, -0.30, 2.01)
H (3.12, 0.57, -0.76)
H (-1.95, 0.68, 0.91)

The net charge is 0. As for the energy above the lowest of the compared OMol25 structures with the same formula, charge and spin: 6.979 eV. For the total energy, the calculation gives -88183.8953 eV. The value obtained for the HOMO-LUMO gap (spin up / spin down) is 4.6 / 4.6 eV. As for the multiplicity: 1. The HOMO energy (spin up / spin down) comes out at -8.19 / -8.17 eV.

5.
Below is C11H19NO7Zn2 as an isolated structure, with properties calculated with the ωB97M-V functional and the def2-TZVPD basis.

Positions of all 40 atoms, in Å:
H (15.27, -10.76, 12.59)
C (15.45, -10.66, 9.66)
Zn (16.28, -8.01, 8.29)
C (14.39, -10.22, 10.70)
O (14.22, -7.42, 8.19)
C (17.19, -9.33, 10.96)
C (14.66, -10.65, 8.35)
C (14.94, -9.85, 12.08)
H (13.70, -11.05, 10.78)
H (16.97, -12.34, 9.78)
H (18.71, -10.10, 12.23)
H (15.37, -12.81, 9.33)
N (16.55, -9.68, 9.67)
H (16.60, -8.82, 12.97)
H (18.00, -7.50, 9.91)
O (17.59, -7.13, 6.85)
H (15.66, -12.49, 10.96)
H (14.04, -11.53, 8.16)
O (17.38, -9.83, 8.54)
C (14.57, -6.32, 8.78)
C (18.06, -10.51, 11.46)
O (15.99, -8.26, 6.27)
H (18.01, -7.42, 11.58)
H (17.36, -11.22, 11.89)
O (16.17, -6.56, 5.12)
H (13.89, -9.32, 10.35)
C (16.90, -7.41, 5.81)
H (15.29, -10.47, 7.47)
H (14.18, -9.33, 12.67)
O (14.81, -5.50, 7.75)
H (13.93, -9.85, 8.26)
C (18.17, -8.14, 10.78)
C (16.15, -8.93, 11.98)
Zn (14.38, -7.00, 6.15)
H (19.23, -8.39, 10.78)
O (15.61, -6.51, 9.53)
C (15.92, -12.11, 9.96)
H (17.93, -10.61, 8.69)
H (18.74, -10.95, 10.72)
H (15.84, -7.88, 11.91)

The net charge is 0. As for the energy above the lowest of the compared OMol25 structures with the same formula, charge and spin: 1.858 eV. For the total energy, the calculation gives -124368.8152 eV. The value obtained for the HOMO-LUMO gap is 7.1 eV. As for the multiplicity: 1. The HOMO energy comes out at -8.66 eV.

6.
Below is an isolated molecule of C2H4Cl2N2, with properties calculated with the ωB97M-V functional and the def2-TZVPD basis.

Positions of all 10 atoms, in Å:
Cl (-2.86, 0.22, -0.57)
N (-0.22, -1.27, -0.29)
C (-0.34, 0.07, -0.01)
Cl (2.18, 0.39, -0.88)
H (0.67, -1.68, 0.10)
N (-1.38, 0.95, -0.22)
C (0.92, 0.75, 0.33)
H (0.72, 1.83, 0.51)
H (1.38, 0.55, 1.20)
H (-1.08, -1.81, -0.16)

The SMILES is N/C(CCl)=N\Cl. The net charge is 0. As for the energy above the lowest of the compared OMol25 structures with the same formula, charge and spin: 1.055 eV. For the total energy, the calculation gives -30162.6436 eV. The value obtained for the HOMO-LUMO gap is 10.0 eV. As for the multiplicity: 1. The HOMO energy comes out at -9.32 eV.